(P)
A single C2H5NO3 molecule, computed with wB97M-V/def2-TZVPD.

Properties
orbital gap: 0.4080 Ha
SMILES: COC(=O)NO
highest occupied orbital energy: -0.378 hartree
molecular weight: 91.07 u

```
! wB97M-V def2-TZVPD RIJCOSX def2/J DEFGRID3
* xyz 0 1
C 0.149 1.545 0.960
O 0.466 0.517 -0.055
C -0.567 -0.335 -0.115
O -1.611 -0.174 0.454
N -0.301 -1.375 -1.064
O 1.044 -1.843 -1.002
H -0.067 0.985 1.873
H -0.673 2.214 0.664
H 1.058 2.166 1.008
H -0.912 -2.200 -0.905
H 1.414 -1.501 -1.817
*
```

***

(Q)
2 unconnected molecules or ions with the total composition C2H5NO3, computed with wB97M-V/def2-TZVPD.

Properties
orbital gap: 0.3335 Ha
SMILES: OC#CO.NO
highest occupied orbital energy: -0.318 hartree
molecular weight: 91.07 u

```
! wB97M-V def2-TZVPD RIJCOSX def2/J DEFGRID3
* xyz 0 1
O -1.480 1.226 0.574
C -0.343 1.209 -0.057
C 0.815 1.260 -0.439
O 2.017 1.807 -0.566
H -2.185 0.580 0.417
H 2.173 2.181 -1.439
N -0.416 -1.927 0.843
O -0.852 -1.224 -0.311
H 0.160 -1.315 1.422
H 0.224 -2.648 0.509
H -0.113 -1.149 -0.952
*
```

***

Which of them is the least stable? Correct choice: (Q).

***

(P)
2 unconnected molecules or ions with the total composition C2H5NO3, computed with wB97M-V/def2-TZVPD.

Properties
orbital gap (alpha / beta): 0.3265 / 0.3265 Ha
highest occupied orbital energy (alpha / beta): -0.349 / -0.349 hartree
molecular weight: 91.07 u

```
! wB97M-V def2-TZVPD RIJCOSX def2/J DEFGRID3
* xyz 0 1
C -0.003 1.064 -0.960
C -0.097 -0.912 -0.119
N -0.549 -0.395 1.126
O -1.665 -0.046 1.185
O 0.294 -0.428 2.074
O 1.141 -1.328 -0.090
H 0.855 1.023 -1.623
H 0.218 1.796 -0.139
H -0.850 1.410 -1.342
H -0.761 -1.183 -0.914
H 1.417 -1.001 0.801
*
```

***

(Q)
A single C2H5NO3 molecule, computed with wB97M-V/def2-TZVPD.

Properties
orbital gap: 0.4056 Ha
SMILES: O=C(CO)NO
highest occupied orbital energy: -0.379 hartree
molecular weight: 91.07 u

```
! wB97M-V def2-TZVPD RIJCOSX def2/J DEFGRID3
* xyz 0 1
O 1.063 -0.826 0.340
C 0.286 0.047 -0.047
C -1.134 -0.435 -0.281
O -1.181 -1.747 -0.546
N 0.673 1.270 -0.151
O 1.740 1.418 0.750
H -1.648 -0.223 0.650
H -1.692 0.311 -0.980
H -0.310 -2.207 -0.197
H 0.028 1.897 0.111
H 2.175 0.495 0.351
*
```

***

Which of them is the least stable? Correct choice: (P).

***

(P)
2 unconnected molecules or ions with the total composition C2H4O3S, computed with wB97M-V/def2-TZVPD.

Properties
orbital gap (alpha / beta): 0.2913 / 0.2914 Ha
highest occupied orbital energy (alpha / beta): -0.367 / -0.367 hartree
molecular weight: 108.12 u

```
! wB97M-V def2-TZVPD RIJCOSX def2/J DEFGRID3
* xyz 0 1
C -1.107 -0.205 1.104
C 1.138 1.066 -0.465
O -1.479 -2.737 0.540
O 0.326 -1.545 -0.739
O -0.107 1.198 0.081
S -0.917 -1.489 0.023
H -2.004 0.368 1.370
H 1.030 2.061 -0.992
H 1.097 0.341 -1.170
H 2.023 0.940 0.248
*
```

***

(Q)
A single C2H4O3S molecule, computed with wB97M-V/def2-TZVPD.

Properties
orbital gap: 0.3915 Ha
SMILES: O=S1(=O)COC1
highest occupied orbital energy: -0.403 hartree
molecular weight: 108.12 u

```
! wB97M-V def2-TZVPD RIJCOSX def2/J DEFGRID3
* xyz 0 1
O 1.765 -1.093 -0.240
S 0.948 0.008 0.041
O 1.550 1.274 0.345
C -0.554 -0.408 1.079
O -1.360 -0.366 -0.061
C -0.249 0.355 -1.208
H -0.621 0.321 1.845
H -0.492 -1.426 1.449
H -0.668 -0.062 -2.072
H -0.320 1.397 -1.178
*
```

***

Which of them is the least stable? Correct choice: (P).

***

(P)
A single C2H4O3S molecule, computed with wB97M-V/def2-TZVPD.

Properties
orbital gap: 0.3720 Ha
SMILES: O[C@H]1O[C@]1(O)S
highest occupied orbital energy: -0.349 hartree
molecular weight: 108.12 u

```
! wB97M-V def2-TZVPD RIJCOSX def2/J DEFGRID3
* xyz 0 1
O -1.948 -0.160 0.378
C -0.778 -0.704 0.128
O -0.225 -0.274 -1.132
C 0.495 0.188 -0.016
O 0.266 1.584 0.195
S 2.167 -0.211 0.296
H -1.852 0.810 0.125
H -0.974 -1.814 0.071
H 0.798 2.079 -0.396
H 2.052 -1.497 0.351
*
```

***

(Q)
A molecular structure, C2H4O3S, computed with wB97M-V/def2-TZVPD.

Properties
orbital gap: 0.4385 Ha
highest occupied orbital energy: -0.411 hartree
molecular weight: 108.12 u

```
! wB97M-V def2-TZVPD RIJCOSX def2/J DEFGRID3
* xyz 0 1
C -0.049 -0.859 0.049
C -0.442 0.636 0.047
O -2.678 0.271 1.295
O -2.950 0.274 -1.181
O -1.327 -1.418 -0.124
S -2.176 0.049 -0.005
H 0.504 -1.189 -0.757
H 0.364 -1.171 0.923
H -0.229 1.247 0.818
H -0.144 1.091 -0.991
*
```

***

(R)
A single C2H4O3S molecule, computed with wB97M-V/def2-TZVPD.

Properties
orbital gap (alpha / beta): 0.2741 / 0.2742 Ha
highest occupied orbital energy (alpha / beta): -0.289 / -0.289 hartree
molecular weight: 108.12 u

```
! wB97M-V def2-TZVPD RIJCOSX def2/J DEFGRID3
* xyz 0 1
C -0.053 -1.185 0.329
C -0.001 0.264 -0.408
O -0.858 -0.737 1.390
O -0.609 0.639 1.699
O 1.193 0.892 -0.467
S -1.212 0.753 -1.496
H -0.553 -2.005 -0.021
H 0.996 -1.424 0.551
H 1.794 0.817 0.314
H -0.698 1.987 -1.891
*
```

***

Which of them is the least stable? Correct choice: (R).

***

(P)
A molecular structure, C24H28Co2O6P, computed with wB97M-V/def2-TZVPD.

Properties
orbital gap: 0.1167 Ha
highest occupied orbital energy: -0.039 hartree
molecular weight: 561.32 u

```
! wB97M-V def2-TZVPD RIJCOSX def2/J DEFGRID3
* xyz -1 1
C 0.068 -1.448 -3.911
C -0.018 -1.537 -2.378
C -1.449 -1.863 -1.966
P 0.745 -0.081 -1.577
C 2.515 -0.150 -2.110
C 3.066 -1.572 -2.252
C 3.498 0.708 -1.298
C 0.149 1.449 -2.398
C 0.753 2.721 -1.786
C -1.375 1.562 -2.504
H -0.263 -2.406 -4.332
H -0.609 -0.677 -4.303
H 1.078 -1.258 -4.291
H 0.619 -2.365 -2.025
H -1.756 -2.777 -2.494
H -1.537 -2.071 -0.899
H -2.154 -1.071 -2.241
H 2.450 0.295 -3.120
H 4.095 -1.510 -2.633
H 3.085 -2.097 -1.288
H 2.502 -2.174 -2.970
H 4.485 0.635 -1.780
H 3.230 1.770 -1.282
H 3.605 0.353 -0.262
H 0.546 1.342 -3.424
H 0.231 3.595 -2.198
H 0.645 2.746 -0.693
H 1.811 2.830 -2.047
H -1.626 2.519 -2.984
H -1.818 0.765 -3.112
H -1.848 1.550 -1.511
O -1.339 -0.500 5.885
C -1.258 0.149 4.929
Co -1.174 1.273 3.569
C -2.163 2.648 4.027
O -2.776 3.550 4.405
C 0.318 1.893 4.248
O 1.246 2.358 4.755
C -0.571 1.836 1.711
C -0.464 0.935 0.698
C 0.639 0.065 0.211
C 0.580 -1.228 1.131
C 1.721 -1.611 1.858
C 1.558 -2.383 3.012
C 0.310 -2.930 3.327
C -0.778 -2.715 2.482
C -0.647 -1.817 1.419
Co -2.176 1.237 1.168
C -3.257 0.330 0.102
O -4.141 -0.203 -0.432
C -3.225 2.642 1.297
O -4.008 3.476 1.450
C -2.892 0.302 2.610
O -3.728 -0.389 3.054
H -0.130 2.836 1.751
H 1.609 0.535 0.455
H 2.704 -1.241 1.548
H 2.416 -2.563 3.659
H 0.176 -3.528 4.230
H -1.729 -3.226 2.642
H -1.545 -1.513 0.866
*
```

***

(Q)
A molecular structure, C24H28Co2O6P, computed with wB97M-V/def2-TZVPD.

Properties
orbital gap: 0.2100 Ha
highest occupied orbital energy: -0.123 hartree
molecular weight: 561.32 u

```
! wB97M-V def2-TZVPD RIJCOSX def2/J DEFGRID3
* xyz -1 1
C -0.880 -1.291 -2.930
C -0.630 -1.251 -1.426
C -1.908 -1.409 -0.599
P 0.350 0.224 -0.833
C 1.944 -0.041 -1.786
C 2.490 -1.467 -1.653
C 3.020 0.959 -1.360
C -0.405 1.642 -1.812
C 0.207 2.981 -1.395
C -1.927 1.735 -1.703
H -1.385 -2.235 -3.169
H -1.530 -0.480 -3.275
H 0.048 -1.265 -3.512
H 0.032 -2.093 -1.168
H -2.394 -2.353 -0.871
H -1.684 -1.431 0.473
H -2.619 -0.594 -0.768
H 1.666 0.149 -2.834
H 3.507 -1.496 -2.064
H 2.547 -1.768 -0.599
H 1.893 -2.207 -2.198
H 3.980 0.651 -1.789
H 2.817 1.977 -1.700
H 3.134 0.967 -0.269
H -0.126 1.427 -2.856
H -0.355 3.795 -1.869
H 0.136 3.119 -0.309
H 1.253 3.088 -1.693
H -2.257 2.677 -2.159
H -2.459 0.929 -2.216
H -2.245 1.757 -0.653
O -3.821 -0.440 9.409
C -3.343 0.411 8.793
Co -2.471 1.676 7.957
C -3.423 3.119 7.984
O -4.025 4.109 8.024
C -1.168 1.928 9.063
O -0.302 2.047 9.838
C -1.664 1.549 6.175
C -1.428 0.158 6.448
C -0.578 -0.617 7.205
C -0.849 -1.939 7.766
C -0.125 -2.385 8.908
C -0.295 -3.659 9.434
C -1.223 -4.536 8.839
C -1.977 -4.116 7.726
C -1.802 -2.826 7.208
Co -2.876 0.490 5.430
C -2.396 0.047 3.792
O -2.079 -0.280 2.718
C -3.932 1.863 5.088
O -4.649 2.724 4.826
C -4.177 -0.701 5.851
O -5.053 -1.435 6.026
H -0.988 2.267 5.725
H 0.359 -0.147 7.543
H 0.600 -1.711 9.359
H 0.301 -3.993 10.292
H -1.346 -5.553 9.239
H -2.687 -4.814 7.253
H -2.370 -2.518 6.326
*
```

***

Which of them is the least stable? Correct choice: (P).

***

(P)
A gas-phase ion, C9H11N2O (charge +1), computed with wB97M-V/def2-TZVPD.

Properties
orbital gap (alpha / beta): 0.2821 / 0.2821 Ha
highest occupied orbital energy (alpha / beta): -0.424 / -0.424 hartree
molecular weight: 163.20 u

```
! wB97M-V def2-TZVPD RIJCOSX def2/J DEFGRID3
* xyz 1 1
C -3.615 0.585 0.073
C -3.443 -0.849 -0.254
C -2.567 1.408 0.230
C -2.194 -1.427 -0.285
C -0.172 1.616 -0.129
C -1.228 0.835 0.113
C -1.093 -0.654 0.018
C 1.569 0.062 0.505
C 3.922 -0.320 -0.094
N -0.033 -1.290 0.285
N 2.570 -0.704 -0.234
O 1.156 1.183 -0.104
H -4.672 0.851 0.311
H -4.260 -1.491 -0.131
H -2.754 2.468 0.247
H -2.011 -2.427 -0.575
H -0.329 2.677 -0.303
H 1.542 0.257 1.558
H 3.898 0.703 0.263
H 4.531 -0.761 0.626
H 4.424 -0.438 -1.089
H 2.459 -1.576 0.254
H 2.300 -0.706 -1.285
*
```

***

(Q)
A gas-phase ion, C9H11N2O (charge +1), computed with wB97M-V/def2-TZVPD.

Properties
orbital gap: 0.3270 Ha
SMILES: N/C=[NH+]/CC(=O)c1ccccc1
highest occupied orbital energy: -0.460 hartree
molecular weight: 163.20 u

```
! wB97M-V def2-TZVPD RIJCOSX def2/J DEFGRID3
* xyz 1 1
N 1.110 4.034 -1.477
C 0.847 3.136 -0.560
N -0.075 2.233 -0.408
C 0.297 0.989 0.184
C -0.543 -0.024 -0.529
O -1.287 0.282 -1.429
C -0.489 -1.367 -0.069
C 0.225 -1.783 1.099
C 0.063 -3.087 1.510
C -0.836 -3.978 0.913
C -1.523 -3.557 -0.185
C -1.376 -2.257 -0.684
H 1.783 4.667 -1.436
H 0.488 4.181 -2.327
H 1.476 3.229 0.308
H -0.824 2.219 -1.223
H 1.367 0.809 0.020
H 0.059 1.142 1.228
H 0.917 -0.997 1.311
H 0.642 -3.502 2.305
H -0.893 -5.055 1.380
H -2.294 -4.201 -0.649
H -2.002 -1.813 -1.515
*
```

***

Which of them is the least stable? Correct choice: (P).

***

(P)
A single C6H11NO3 molecule, computed with wB97M-V/def2-TZVPD.

Properties
orbital gap: 0.3785 Ha
SMILES: CC(=O)[C@H](C)[C@H](O)C(N)=O
highest occupied orbital energy: -0.355 hartree
molecular weight: 145.16 u

```
! wB97M-V def2-TZVPD RIJCOSX def2/J DEFGRID3
* xyz 0 1
C 1.585 -1.522 0.366
C 0.813 -0.372 0.974
O 1.377 0.410 1.757
C -0.718 -0.284 0.807
C -1.393 -1.435 0.067
C -0.905 1.077 0.155
O -2.156 1.284 -0.433
C 0.288 1.205 -0.998
N 1.151 2.244 -0.852
O 0.196 0.572 -2.042
H 2.045 -2.092 1.180
H 2.369 -1.119 -0.278
H 0.986 -2.212 -0.224
H -1.137 -0.256 1.821
H -1.189 -2.387 0.568
H -2.477 -1.295 0.022
H -1.034 -1.531 -0.962
H -0.706 1.884 0.866
H -2.207 0.730 -1.234
H 1.744 2.496 -1.631
H 1.367 2.604 0.071
*
```

***

(Q)
A molecular structure, C6H11NO3, computed with wB97M-V/def2-TZVPD.

Properties
orbital gap: 0.3451 Ha
highest occupied orbital energy: -0.330 hartree
molecular weight: 145.16 u

```
! wB97M-V def2-TZVPD RIJCOSX def2/J DEFGRID3
* xyz 0 1
C 0.135 1.232 0.129
C -0.728 0.485 1.229
C -1.764 -0.464 0.579
C -1.279 -0.944 -0.763
C 0.832 -0.034 -0.703
C 2.322 0.094 -0.190
H -0.521 2.941 -0.737
H 1.356 1.598 0.761
H -0.027 0.043 1.648
H -1.043 1.210 1.932
H -2.328 -1.379 1.204
H -2.719 0.137 0.479
H -2.146 -2.141 -0.903
H -1.951 -0.475 -1.733
H 0.335 -2.011 -1.437
H 1.057 0.251 -1.544
H 3.475 -1.047 1.141
N 0.105 -1.184 -0.573
O -0.746 1.915 -0.716
O 2.552 -1.121 0.426
O 3.083 0.894 -0.229
*
```

***

Which of them is the least stable? Correct choice: (Q).

***

(P)
2 unconnected molecules or ions with the total composition C5H12NS2, computed with wB97M-V/def2-TZVPD.

Properties
orbital gap: 0.1163 Ha
highest occupied orbital energy: -0.098 hartree
molecular weight: 150.29 u

```
! wB97M-V def2-TZVPD RIJCOSX def2/J DEFGRID3
* xyz -1 1
C -1.384 -0.577 -0.264
C -2.408 -1.664 -0.060
S -1.543 -3.183 0.330
C -0.589 -0.118 0.960
N 0.851 0.080 0.815
C 1.116 1.391 0.166
C 2.539 1.487 -0.403
S 2.831 3.005 -1.335
H -1.650 0.128 -1.062
H -0.526 -1.192 -0.832
H -3.116 -1.734 -0.887
H -2.990 -1.271 0.789
H 0.164 -1.608 -1.180
H -1.012 0.854 1.254
H -0.808 -0.835 1.752
H 1.134 -0.637 0.140
H 0.431 1.630 -0.664
H 1.001 2.161 0.926
H 3.210 1.550 0.464
H 2.751 0.532 -0.909
*
```

***

(Q)
A gas-phase ion, C5H12NS2 (charge -1), computed with wB97M-V/def2-TZVPD.

Properties
orbital gap: 0.1943 Ha
SMILES: [S-]CCCNCCS
highest occupied orbital energy: -0.087 hartree
molecular weight: 150.29 u

```
! wB97M-V def2-TZVPD RIJCOSX def2/J DEFGRID3
* xyz -1 1
S 2.708 -1.997 1.029
C 1.632 -1.445 -0.450
C 0.217 -2.074 -0.603
C -0.955 -0.952 -0.630
N -1.298 -0.129 0.519
C -1.082 1.280 0.023
C 0.218 1.815 0.327
S 0.019 3.104 1.683
H 2.208 -1.136 -1.399
H 1.540 -0.366 0.002
H 0.197 -2.553 -1.601
H -0.028 -2.677 0.208
H -0.706 -0.366 -1.635
H -1.945 -1.460 -0.971
H -0.763 -0.280 1.275
H -1.373 1.266 -1.139
H -1.978 1.872 0.385
H 1.108 1.214 0.644
H 0.634 2.432 -0.504
H -0.353 2.452 2.834
*
```

***

Which of them is the least stable? Correct choice: (P).